A cluster of 2 separate species, C25H25F2OSi in total in a non-equilibrium geometry, computed with ωB97M-V/def2-TZVPD.

XYZ file:
```
54
Properties=species:S:1:pos:R:3:forces:R:3:nbo_charge:R:1
F 1.279258 2.026986 -2.664468 0.22 1.07 1.41 -0.302
C 1.443246 2.878555 -1.592856 -0.74 -1.15 -0.91 0.380
C 2.601815 3.644634 -1.536833 -0.22 0.41 0.76 -0.136
C 2.748716 4.516167 -0.444018 0.11 -0.08 -0.27 -0.213
C 1.762960 4.606493 0.520730 -0.45 -0.10 0.34 -0.078
C 0.566783 3.822078 0.462881 0.69 -0.18 -0.51 -0.188
C -0.378730 4.016359 1.500877 -0.11 -0.02 -0.30 0.161
C -1.688200 3.504180 1.685796 -0.87 -0.25 0.16 -0.165
C -2.391484 3.920757 2.860836 0.56 0.07 -0.25 -0.083
C -3.665274 3.471466 3.154354 -0.27 -0.15 -0.04 -0.212
C -4.319936 2.568097 2.299776 0.69 0.48 0.24 -0.141
C -3.640865 2.167978 1.154477 -0.12 -0.94 -1.23 0.390
F -4.257595 1.263750 0.314578 0.75 1.19 1.01 -0.306
C -2.377373 2.619006 0.801725 -0.27 0.03 0.41 -0.165
C 0.443829 2.912268 -0.632287 0.35 0.30 -0.09 -0.125
H 3.362869 3.561794 -2.305930 -0.15 -0.04 0.07 0.265
H 3.647037 5.126871 -0.358853 -0.26 -0.18 -0.04 0.252
H 1.870501 5.286239 1.366898 0.11 -0.11 -0.28 0.230
H -0.052518 4.709091 2.283955 -0.09 -0.19 -0.22 0.228
H -1.879698 4.620408 3.522824 -0.25 -0.21 -0.05 0.231
H -4.167244 3.819333 4.056762 0.14 -0.11 -0.26 0.252
H -5.316742 2.196698 2.514091 0.14 0.01 -0.08 0.264
H -1.947837 2.291650 -0.135802 -0.42 -0.02 0.28 0.234
H -0.401673 2.245057 -0.731869 0.47 0.06 -0.19 0.225
C 1.209079 -1.490257 3.046973 0.11 0.11 0.06 -1.144
Si 0.255542 -2.030009 1.550810 0.49 -0.28 -0.95 1.902
C -0.047976 -3.860821 1.574161 -0.20 -0.07 0.18 -1.156
C -1.330903 -1.067937 1.417682 -0.41 0.06 0.08 -1.157
O 1.206803 -1.729431 0.168089 0.16 0.32 0.49 -0.846
C 0.808252 -1.944292 -1.105136 -1.91 0.79 -0.78 0.332
C -0.209672 -1.297620 -1.789292 1.34 -0.84 1.26 -0.291
C -0.438192 -1.965107 -3.109469 0.29 -0.11 -0.40 -0.478
C 0.620231 -3.058135 -3.122819 0.06 0.04 -0.24 0.097
C 0.917285 -3.996853 -4.103785 0.23 -0.13 0.15 -0.233
C 1.971939 -4.899415 -3.879733 -0.20 0.37 0.25 -0.204
C 2.710342 -4.856643 -2.681448 -0.21 0.06 -0.22 -0.213
C 2.405923 -3.919350 -1.692074 -0.30 0.28 -0.21 -0.193
C 1.365435 -3.015902 -1.941433 0.09 -0.35 0.12 -0.146
H 0.598280 -1.704859 3.937623 0.20 0.07 -0.18 0.245
H 2.157537 -2.035773 3.140795 -0.22 0.17 0.00 0.256
H 1.417871 -0.412119 3.026194 0.01 -0.23 0.05 0.235
H -0.677793 -4.091201 2.446052 0.12 -0.16 -0.21 0.241
H -0.568263 -4.200315 0.668325 0.10 0.07 0.20 0.254
H 0.893949 -4.419806 1.663371 -0.24 0.14 0.00 0.253
H -1.917618 -1.252718 2.330309 0.03 0.11 -0.20 0.243
H -1.151920 0.013344 1.342673 0.02 -0.16 0.04 0.213
H -1.935609 -1.378500 0.554849 0.15 0.05 0.23 0.256
H -0.784143 -0.458697 -1.400640 0.10 -0.27 -0.11 0.193
H -1.449973 -2.384804 -3.224997 0.21 0.08 0.16 0.235
H -0.301504 -1.272517 -3.952798 0.02 -0.14 0.08 0.232
H 0.338188 -4.016239 -5.029589 0.22 -0.10 0.23 0.217
H 2.215472 -5.633964 -4.646770 -0.02 0.16 0.23 0.220
H 3.529017 -5.562506 -2.535460 -0.25 0.19 -0.01 0.220
H 2.950578 -3.853469 -0.750108 -0.04 -0.14 -0.27 0.220
```
Positions in Å, forces in eV/Å.

The energy above the lowest of the compared OMol25 structures with the same formula, charge and spin comes out at 2.5 kJ/mol. Its electronic energy is -1531.8858 a.u. For the HOMO energy, the calculation gives -9.778 eV. As for the charge: +1. For the frontier orbital gap, the calculation gives 3.3 eV.

=====

A structure of composition C25H25N3O3Pd in a non-equilibrium geometry, computed with ωB97M-V/def2-TZVPD.

XYZ file:
```
57
Properties=species:S:1:pos:R:3:forces:R:3:nbo_charge:R:1
Pd 2.014235 0.472980 -2.067041 0.04 0.34 -0.74 0.159
C 0.024487 -1.151278 2.756232 -0.15 0.08 -0.09 -0.647
C -1.427998 -0.772320 2.923256 0.08 -0.02 -0.23 -0.018
C -1.964701 -0.614942 4.196450 0.26 -0.07 -0.03 -0.203
C -3.303100 -0.343361 4.403998 -0.35 0.06 -0.06 -0.247
C -4.150940 -0.228715 3.309532 -0.06 0.03 0.17 -0.227
C -3.640999 -0.352522 2.028853 -0.19 0.04 0.04 -0.232
C -2.291666 -0.609207 1.813911 0.43 -0.13 0.16 0.153
N -1.826194 -0.763624 0.505411 0.21 0.10 -0.12 -0.661
C -0.798719 -0.012218 -0.137386 0.04 0.04 0.36 0.631
N -0.465605 1.111631 0.558032 0.14 -0.05 -0.16 -0.618
C 0.659660 2.019428 0.523745 -0.18 -0.12 0.13 0.051
C 1.712120 1.894417 -0.389729 0.00 -0.14 -0.21 -0.353
C 2.726223 2.853205 -0.191835 -0.05 0.20 0.18 -0.255
C 2.692749 3.851803 0.777008 -0.04 -0.11 -0.05 -0.265
C 1.605018 3.934643 1.639381 -0.02 -0.05 -0.08 -0.310
C 0.574585 3.009295 1.524032 -0.04 -0.01 0.05 -0.006
C -0.597738 3.086700 2.480238 0.04 0.04 -0.01 -0.658
N -0.333875 -0.358781 -1.262998 -0.06 -0.22 -0.22 -0.548
C -0.694504 -1.564895 -1.861306 -0.13 0.04 0.00 0.230
C -0.369983 -2.807578 -1.309667 0.04 -0.10 0.02 -0.231
C -0.729927 -3.983812 -1.952266 -0.01 0.08 -0.04 -0.233
C -1.416011 -3.942059 -3.161614 0.03 0.07 0.08 -0.253
C -1.713784 -2.706273 -3.724786 0.03 0.08 0.01 -0.232
C -1.356374 -1.513860 -3.101149 -0.07 0.00 -0.06 -0.055
C -1.624776 -0.171288 -3.726612 -0.09 -0.10 0.01 -0.640
H 0.366220 -1.717676 3.624566 -0.02 0.02 -0.02 0.201
H 0.669027 -0.275981 2.647409 -0.04 0.03 -0.05 0.250
H 0.176100 -1.754509 1.860227 -0.01 0.02 0.01 0.250
H -1.307838 -0.742560 5.050924 0.01 0.02 -0.03 0.200
H -3.685876 -0.233137 5.411139 -0.02 0.00 0.00 0.197
H -5.205553 -0.020973 3.451923 0.02 -0.02 0.00 0.197
H -4.286767 -0.239735 1.165285 0.01 0.02 0.01 0.207
H -2.410112 -1.267953 -0.139925 -0.05 -0.04 -0.02 0.406
H -1.085686 1.281958 1.322850 -0.13 0.02 0.13 0.386
H 3.590731 2.815307 -0.844999 0.08 0.01 -0.06 0.191
H 3.508204 4.565723 0.865734 0.01 -0.01 -0.02 0.175
H 1.546673 4.708495 2.399153 0.01 0.01 0.03 0.171
H -0.487038 3.952593 3.136069 0.00 -0.01 0.00 0.203
H -0.674581 2.200339 3.124367 -0.01 0.03 -0.02 0.198
H -1.559985 3.190115 1.960797 0.06 0.01 0.02 0.196
H 0.233835 -2.828663 -0.411913 0.01 0.01 -0.05 0.243
H -0.440881 -4.937041 -1.522401 -0.01 0.03 0.01 0.194
H -1.689587 -4.857770 -3.673932 0.01 0.00 0.00 0.184
H -2.217547 -2.659053 -4.686598 0.01 0.00 0.02 0.185
H -1.960117 -0.284749 -4.761518 0.00 -0.01 0.05 0.186
H -0.716248 0.432377 -3.700986 0.10 0.03 0.01 0.271
H -2.389740 0.385728 -3.172745 0.05 -0.04 -0.02 0.197
O 2.891670 1.571446 -4.661229 0.23 0.24 -0.74 -0.657
C 2.205107 1.070921 -3.865543 -0.15 -0.34 1.43 0.262
C 5.210678 -0.191699 -1.811635 0.10 -0.36 0.19 -0.260
O 4.536905 -1.315599 -1.292245 0.17 0.16 -0.11 -0.639
C 3.081357 -1.252149 -1.337973 -0.03 -0.09 0.16 0.356
O 2.606476 -2.257581 -0.840590 -0.04 -0.06 0.06 -0.759
H 5.862551 -0.487574 -2.643361 0.02 -0.03 -0.02 0.136
H 5.832956 0.270832 -1.034100 0.01 -0.01 0.02 0.136
H 4.496883 0.541197 -2.172437 -0.26 0.26 -0.12 0.205
```
Positions in Å, forces in eV/Å.

The energy above the lowest of the compared OMol25 structures with the same formula, charge and spin comes out at 0.0 kJ/mol. Its electronic energy is -1485.4872 a.u. For the HOMO energy, the calculation gives 0.818 eV. As for the charge: -2. For the frontier orbital gap, the calculation gives 3.5 eV.

=====

An isolated molecule of C25H25N3OS2, computed with ωB97M-V/def2-TZVPD.

XYZ file:
```
56
Properties=species:S:1:pos:R:3:forces:R:3:nbo_charge:R:1
C 5.110181 -2.456693 0.980972 0.04 0.06 0.03 -0.626
C 4.374741 -1.218644 0.562641 -0.04 0.04 -0.12 -0.022
C 4.711257 -0.558901 -0.614626 0.03 -0.05 0.01 -0.234
C 4.029673 0.583857 -0.989843 0.03 -0.10 0.03 -0.188
C 3.013295 1.096927 -0.204973 -0.13 0.08 -0.07 -0.245
C 2.680287 0.458918 0.984375 0.42 -0.04 -0.39 0.150
C 3.360069 -0.703030 1.350012 -0.03 0.10 0.01 -0.207
H 3.074690 -1.213693 2.259396 -0.03 -0.06 0.10 0.213
N 1.639291 0.862882 1.819631 -0.55 -0.17 0.60 -0.619
C 0.946119 2.028849 1.857999 0.05 0.27 0.24 0.320
N -0.269583 1.968997 2.468380 0.31 -0.16 -0.01 -0.422
C -1.050133 3.180371 2.646126 0.09 0.30 0.19 -0.266
C -2.035172 3.382390 1.543369 0.17 0.09 -0.22 -0.209
C -3.391137 3.260027 1.593045 0.26 0.03 0.13 -0.271
C -4.010883 3.470838 0.340663 -0.14 -0.02 -0.25 -0.270
C -3.111880 3.738386 -0.639847 0.33 -0.03 0.03 -0.428
S -1.492174 3.753027 -0.059733 -0.48 -0.01 0.17 0.477
H -3.300388 3.937186 -1.676348 -0.11 0.05 -0.22 0.234
H -5.073916 3.420890 0.185402 -0.18 0.01 -0.07 0.224
H -3.933992 3.036815 2.495127 -0.04 -0.05 0.21 0.221
H -1.572611 3.122820 3.605588 0.00 -0.01 -0.09 0.210
H -0.341337 4.014232 2.670774 -0.21 -0.17 0.16 0.268
C -0.943788 0.701918 2.717791 0.05 -0.30 0.07 -0.255
C -0.986594 -0.184281 1.496928 -0.27 0.07 -0.11 -0.138
C -1.705732 0.127825 0.395760 0.19 -0.12 0.41 -0.115
C -1.687759 -0.685657 -0.774203 0.23 -0.46 -0.19 -0.035
C -2.412417 -0.357067 -1.926797 0.13 -0.23 -0.06 -0.197
C -2.357142 -1.158666 -3.043858 -0.05 0.11 0.09 -0.020
C -1.559432 -2.309481 -3.008384 0.03 0.14 0.28 -0.177
C -0.829288 -2.672068 -1.896727 0.00 -0.04 -0.04 -0.027
C -0.897583 -1.848677 -0.759819 -0.55 0.49 -0.45 0.167
N -0.207525 -2.150381 0.384700 0.27 -0.35 0.04 -0.554
C -0.183872 -1.400838 1.528626 -0.15 -0.04 -0.18 0.638
O 0.491795 -1.758365 2.487411 0.20 -0.07 0.31 -0.671
H 0.371897 -2.980774 0.397389 -0.03 0.16 0.11 0.421
C 0.021781 -3.907149 -1.892415 -0.07 0.12 0.02 -0.643
H -0.305679 -4.602993 -1.119436 0.04 -0.11 0.05 0.217
H -0.042908 -4.412485 -2.851953 0.03 -0.06 -0.02 0.229
H 1.066800 -3.654522 -1.710541 0.12 -0.06 0.02 0.222
H -1.515828 -2.933708 -3.889601 0.04 -0.11 -0.10 0.207
C -3.120955 -0.827035 -4.288469 0.03 -0.03 -0.02 -0.626
H -3.710624 0.075466 -4.153648 -0.06 0.06 -0.05 0.216
H -2.436455 -0.674206 -5.121810 -0.02 0.04 -0.11 0.219
H -3.789304 -1.645198 -4.553187 -0.09 0.00 -0.07 0.218
H -3.012218 0.541113 -1.921702 -0.08 0.14 0.00 0.215
H -2.311813 1.021499 0.377675 -0.08 0.19 0.03 0.229
H -0.453136 0.155734 3.534064 -0.19 0.07 -0.09 0.231
H -1.962151 0.939660 3.030386 0.10 -0.03 0.01 0.230
S 1.546001 3.464576 1.285697 0.30 0.52 -0.27 -0.248
H 1.381204 0.148266 2.492200 -0.11 -0.01 -0.10 0.425
H 2.486588 1.983159 -0.514937 0.01 -0.01 0.00 0.243
H 4.287073 1.085287 -1.911118 0.01 0.05 -0.08 0.211
H 5.504631 -0.946734 -1.237093 0.09 -0.05 -0.07 0.205
H 5.333981 -3.083905 0.120134 0.03 -0.08 -0.01 0.214
H 6.055914 -2.185894 1.450998 0.07 -0.07 0.04 0.221
H 4.528141 -3.030873 1.697809 0.00 -0.09 0.04 0.215
```
Positions in Å, forces in eV/Å.

Its electronic energy is -2003.6093 a.u. For the HOMO energy, the calculation gives -7.814 eV. As for the charge: 0. As for the SMILES: Cc1cccc(NC(=S)N(Cc2cccs2)Cc2cc3cc(C)cc(C)c3[nH]c2=O)c1. For the frontier orbital gap, the calculation gives 7.9 eV.